Density functional theory data (ωB97M-V with the def2-TZVPD basis set) for a molecular structure, C59H71CrN4O2SSi.

Geometry as ORCA input:
```
! RIJCOSX wB97M-V def2-TZVPD def2/J DEFGRID3
* xyz -1 5
Cr -0.0995 0.1033 -0.7708
C -0.7760 2.1445 -6.4182
C -2.1017 1.9777 -5.6705
C -1.8669 1.9559 -4.1957
C -2.1010 2.9338 -3.2736
C -2.7332 4.2733 -3.4739
C -1.6909 5.3924 -3.4953
C -1.5998 2.4407 -2.0165
N -1.0480 1.1922 -2.1706
C -1.2516 0.8624 -3.4891
C -1.0146 -0.3800 -4.0385
C -0.3741 -1.4204 -3.3843
C -0.1258 -2.7176 -3.9324
C -0.6273 -3.2045 -5.2510
C 0.4032 -2.9500 -6.3540
C 0.7102 -3.3546 -3.0522
C 0.9569 -2.4307 -1.9845
C 1.9148 -2.6075 -0.9924
C 2.1403 -1.7614 0.0772
N 1.4533 -0.6142 0.3270
C 1.8209 -0.1941 1.5659
C 1.2867 0.9017 2.2169
C 0.2534 1.7109 1.7512
N -0.2647 1.6458 0.4926
C -1.1187 2.7083 0.3773
C -1.7124 3.1067 -0.8124
C -1.2165 3.4090 1.6204
C -0.3637 2.7755 2.4901
C -0.1633 3.1003 3.9357
C 0.9387 4.1360 4.1697
C -2.1008 4.5839 1.8836
C -1.4353 5.9084 1.4957
C 2.8104 -1.0894 2.1190
C 3.0385 -2.0498 1.1696
C 4.0431 -3.1604 1.1597
C 3.4663 -4.5739 1.2887
C 3.4307 -0.9757 3.4722
C 2.2212 -1.3543 5.7459
N 0.2282 -1.2899 -2.1631
C 1.1766 -4.7733 -3.0880
C 0.3856 -5.5981 -2.0666
H -0.9209 2.0819 -7.4961
H -0.3319 3.1107 -6.1864
H -0.0777 1.3674 -6.1172
H -2.7744 2.7983 -5.9329
H -2.5765 1.0458 -5.9896
H -3.2870 4.2845 -4.4170
H -3.4478 4.4640 -2.6676
H -1.0051 5.2474 -4.3275
H -2.1736 6.3631 -3.6069
H -1.1145 5.3856 -2.5732
H -1.3242 -0.5475 -5.0583
H -0.8508 -4.2723 -5.1983
H -1.5551 -2.6873 -5.4988
H 1.2766 -3.5820 -6.2081
H -0.0212 -3.1615 -7.3358
H 0.7331 -1.9151 -6.3175
H 2.5196 -3.4996 -1.0628
H 1.6752 1.1403 3.1929
H -2.3037 4.0111 -0.7933
H -1.1030 3.4834 4.3432
H 0.0751 2.1882 4.4817
H 0.6762 5.0765 3.6922
H 1.0793 4.3175 5.2358
H 1.8783 3.7905 3.7442
H -3.0291 4.4632 1.3205
H -2.3612 4.6084 2.9449
H -1.1738 5.9012 0.4390
H -2.1052 6.7472 1.6902
H -0.5204 6.0519 2.0686
H 4.5964 -3.1012 0.2146
H 4.7588 -3.0114 1.9743
H 2.7346 -4.7815 0.5133
H 4.2729 -5.3048 1.2175
H 2.9727 -4.6932 2.2459
H 4.5091 -1.1357 3.3615
H 3.2957 0.0351 3.8566
H 1.8748 -2.1768 6.3792
H 2.9605 -0.7955 6.3314
H 0.4704 -0.2873 6.3432
H 1.0214 -5.1885 -4.0871
H 2.2452 -4.8310 -2.8579
H -0.6772 -5.5614 -2.3004
H 0.7059 -6.6397 -2.0631
H 0.5173 -5.1887 -1.0678
C 4.4179 0.2113 -3.1266
S 2.5610 -0.0472 -3.0714
O 2.1568 -0.0058 -4.4826
C 2.2879 1.6452 -2.4640
C 1.7839 2.5792 -3.3509
C 1.7147 3.9083 -2.9745
C 2.1423 4.2924 -1.7156
C 2.6095 3.3438 -0.8147
C 2.6829 2.0143 -1.1860
H 4.6556 1.0493 -3.7722
H 4.8585 -0.6973 -3.5246
H 4.7646 0.3856 -2.1153
H 1.4607 2.2451 -4.3255
H 1.3450 4.6471 -3.6702
H 2.1246 5.3353 -1.4357
H 2.9246 3.6472 0.1728
H 3.0578 1.2715 -0.4964
C -3.8618 -2.9648 1.4404
C -2.5563 -3.2922 2.1619
C -1.8769 -4.4209 1.3935
C -2.9046 -3.7750 3.5664
Si -1.4577 -1.6863 2.1550
O -0.9996 -1.3776 0.6938
C -0.0849 -1.7785 3.5184
C 0.0954 -0.7179 4.3095
C 1.0591 -0.4160 5.4262
C 2.9120 -1.9958 4.5345
C 2.0129 -3.0771 4.0103
C 0.7494 -2.9633 3.6015
C -2.6624 -0.2951 2.6927
C -3.1006 -0.0355 3.9865
C -3.9288 1.0396 4.2629
C -4.3764 1.8538 3.2360
C -3.9920 1.5828 1.9341
C -3.1338 0.5307 1.6778
H -4.5173 -3.8393 1.4000
H -3.6502 -2.6404 0.4260
H -4.3934 -2.1612 1.9455
H -2.5688 -5.2516 1.2285
H -1.0162 -4.8056 1.9352
H -1.5322 -4.0511 0.4323
H -3.5142 -4.6827 3.5237
H -3.4713 -3.0139 4.0982
H -2.0084 -3.9970 4.1403
H -0.5852 0.1120 4.1661
H 1.4758 0.5737 5.2075
H 3.8090 -2.4907 4.9306
H 2.4461 -4.0700 4.0553
H 0.2796 -3.8747 3.2563
H -2.7775 -0.6752 4.7990
H -4.2295 1.2502 5.2831
H -5.0234 2.6949 3.4494
H -4.3595 2.1950 1.1207
H -2.8140 0.3261 0.6627
*
```

Results
- max |F| (eV/Å) = 2.232
- E_HOMO (alpha / beta) (eV) = -3.4 / -3.9
- E_tot (hartree) = -4392.7036

These are the Löwdin partial charges, in e, on atoms 1 to 4: 0.737, -0.084, -0.187, -0.135

=====

Density functional theory data (ωB97M-V with the def2-TZVPD basis set) for 8 unconnected molecules or ions with the total composition C59H94ClF3IN8O5P2.

Geometry as ORCA input:
```
! RIJCOSX wB97M-V def2-TZVPD def2/J DEFGRID3
* xyz 1 1
C 1.6317 -3.5501 -0.6289
C 1.9899 -2.9088 0.7135
C 2.8768 -1.6870 0.5336
C 2.1839 -0.3579 0.3411
C 0.8365 -0.3088 0.1820
C 0.1425 0.8950 -0.0581
C -1.2730 0.8555 -0.2117
C -1.9713 -0.4725 -0.1320
C -2.2896 -0.8630 1.3357
C -1.9289 -2.2955 1.7153
O -2.0237 -3.2166 0.6263
C -3.2716 -3.3736 0.1248
C -3.2531 -3.9111 -1.2689
O -4.2581 -3.0689 0.7373
C -1.9633 2.0162 -0.4165
C -3.4682 1.9398 -0.5524
C -3.8970 1.5583 -2.0003
C -4.2516 2.6923 -2.9500
N -1.2712 3.2101 -0.5520
P -2.5102 4.5947 -0.7816
O -1.8516 6.0326 -1.0580
I -2.9774 4.8604 1.6257
C 0.0816 3.2744 -0.4924
C 0.6386 4.5855 -0.8842
C 0.4972 4.7128 -2.4281
C 0.9973 3.4572 -3.1852
C -0.1584 2.5845 -3.7142
C 0.2641 1.1290 -3.8255
O 1.1213 0.9788 -4.9365
C 1.1353 -0.3178 -5.5029
C 2.2313 -1.1838 -4.8983
C 0.8417 2.1224 -0.1621
C 2.2934 2.0942 0.0925
P 3.5670 3.4379 0.3096
O 2.6938 4.4610 1.2265
Cl 3.8018 4.3840 -1.5551
C 2.9263 0.8777 0.3236
C 4.4160 0.7639 0.5670
C 5.2810 0.9652 -0.7190
C 6.0397 -0.2849 -0.9696
F 7.0204 -0.5017 -0.0724
C 5.7979 -1.2067 -1.8923
F 5.1770 -0.9461 -3.0255
F 6.1122 -2.4809 -1.7772
H 1.0687 -2.8758 -1.2730
H 1.0675 -4.4680 -0.4959
H 2.5421 -3.8087 -1.1699
H 2.5124 -3.6610 1.2986
H 1.0601 -2.6911 1.2303
H 3.5680 -1.8385 -0.2965
H 3.5128 -1.5968 1.4130
H 0.2885 -1.2296 0.2291
H -2.9114 -0.4402 -0.6686
H -1.3952 -1.2395 -0.6366
H -1.7105 -0.2152 1.9941
H -3.3292 -0.6371 1.5504
H -2.5629 -2.6047 2.5427
H -0.9070 -2.3387 2.0751
H -3.0465 -3.0894 -1.9497
H -2.4391 -4.6228 -1.3454
H -4.1981 -4.3963 -1.4720
H -4.0083 2.8078 -0.1944
H -3.8303 1.1377 0.0782
H -4.7922 0.9462 -1.8881
H -3.1428 0.8985 -2.4277
H -4.6021 2.2554 -3.8804
H -3.4094 3.3174 -3.2293
H -5.0606 3.2770 -2.5214
H -1.5141 6.4921 -0.2765
H 1.6708 4.7697 -0.6908
H 0.1138 5.3724 -0.3610
H 1.0279 5.5973 -2.7665
H -0.5411 4.8320 -2.7309
H 1.5561 3.7937 -4.0521
H 1.6086 2.8202 -2.5549
H -0.4593 2.9052 -4.7078
H -0.9993 2.5853 -3.0209
H 0.8104 0.8364 -2.9169
H -0.6057 0.4680 -3.8931
H 1.3471 -0.1893 -6.5627
H 0.1604 -0.8037 -5.4307
H 3.1972 -0.8560 -5.2722
H 2.2452 -1.0559 -3.8158
H 2.0824 -2.2346 -5.1300
H 3.2763 5.1842 1.4995
H 4.6737 -0.1894 1.0032
H 4.7415 1.5047 1.2871
H 6.0147 1.7403 -0.5017
H 4.7007 1.2507 -1.5906
C -1.2615 -8.8961 -0.5422
C 0.1119 -8.8257 -1.1991
C 0.6450 -7.3916 -1.3114
C -0.2407 -6.5586 -2.1238
N -0.9624 -5.9435 -2.7663
H -2.0107 -8.3641 -1.1300
H -1.5895 -9.9309 -0.4531
H -1.2417 -8.4624 0.4596
H 0.0642 -9.2722 -2.1933
H 0.8246 -9.4134 -0.6190
H 1.6342 -7.3846 -1.7706
H 0.7311 -6.9409 -0.3212
C -4.1485 5.1528 5.7862
C -5.6503 5.0599 6.0273
C -6.2128 3.6596 5.7523
C -6.0004 3.2629 4.3613
N -5.8336 2.9684 3.2673
H -3.9025 4.9495 4.7422
H -3.7839 6.1522 6.0214
H -3.6035 4.4410 6.4084
H -6.1667 5.7867 5.3982
H -5.8684 5.3224 7.0630
H -7.2840 3.6317 5.9527
H -5.7325 2.9216 6.3966
C 9.9562 -0.7657 0.7384
C 10.9558 0.3630 0.9715
C 11.8555 0.0793 2.1813
C 11.0317 -0.0367 3.3815
N 10.3084 -0.1145 4.2648
H 9.2843 -0.8900 1.5887
H 9.3432 -0.5652 -0.1352
H 10.4794 -1.7101 0.5744
H 10.4271 1.3050 1.1273
H 11.5768 0.4910 0.0841
H 12.5813 0.8779 2.3370
H 12.4065 -0.8508 2.0350
C 4.7870 -0.0186 4.9455
C 6.1943 -0.1823 4.3832
C 7.0197 1.1096 4.4021
C 6.3799 2.1483 3.5975
N 5.8668 2.9530 2.9632
H 4.2029 0.6903 4.3557
H 4.2651 -0.9753 4.9235
H 4.8130 0.3384 5.9773
H 6.1289 -0.5484 3.3553
H 6.7329 -0.9376 4.9588
H 8.0149 0.9205 3.9996
H 7.1350 1.4835 5.4203
C -8.4015 3.1984 -3.4527
C -8.7485 4.1813 -4.5623
C -8.0980 3.8110 -5.8998
C -6.6388 3.8097 -5.8096
N -5.4956 3.8087 -5.7367
H -7.3292 3.1897 -3.2451
H -8.9114 3.4705 -2.5269
H -8.7092 2.1945 -3.7309
H -8.4433 5.1893 -4.2739
H -9.8301 4.2027 -4.7003
H -8.3859 4.5213 -6.6754
H -8.4250 2.8182 -6.2137
C 5.8670 -5.6177 4.0652
C 6.3358 -4.6150 5.1127
C 5.2226 -4.2028 6.0844
C 4.1105 -3.5661 5.3820
N 3.2496 -3.0670 4.8151
H 5.0847 -5.1950 3.4328
H 6.6936 -5.9070 3.4169
H 5.4747 -6.5220 4.5336
H 6.7298 -3.7261 4.6159
H 7.1544 -5.0465 5.6898
H 5.6035 -3.4986 6.8253
H 4.8377 -5.0733 6.6177
C -11.8942 0.5578 -1.3359
C -11.4843 -0.8291 -1.8168
C -10.1127 -0.8386 -2.5035
C -10.1022 0.0230 -3.6830
N -10.0929 0.7094 -4.5995
H -11.9928 1.2544 -2.1697
H -12.8568 0.5168 -0.8278
H -11.1613 0.9642 -0.6361
H -12.2367 -1.2131 -2.5072
H -11.4499 -1.5142 -0.9688
H -9.8477 -1.8483 -2.8183
H -9.3405 -0.4877 -1.8160
*
```

Results
- max |F| (eV/Å) = 1.179
- E_HOMO (eV) = -11.0
- E_tot (hartree) = -4858.7851

These are the Löwdin partial charges, in e, on atoms 1 to 4: -0.081, -0.225, -0.127, -0.093

=====

Density functional theory data (ωB97M-V with the def2-TZVPD basis set) for a molecular structure, C5H10.

Geometry as ORCA input:
```
! RIJCOSX wB97M-V def2-TZVPD def2/J DEFGRID3
* xyz 0 1
C 0.6003 1.5719 0.7114
C -0.0328 0.1320 1.2138
C -0.0852 -0.4912 -0.2331
C -1.3826 -0.4758 -0.8172
C 1.0363 -1.0072 -0.8680
H 0.4804 2.2451 1.6406
H -0.1313 2.1343 -0.1307
H 1.5898 1.3818 0.1053
H 0.6400 -0.5638 2.0029
H -1.3340 0.2870 1.6205
H -1.1902 -0.8824 -1.9002
H -2.0945 -1.1555 -0.2439
H -1.8660 0.6725 -0.6722
H 2.0412 -1.1017 -0.4751
H 1.0482 -1.3952 -1.9884
*
```

Results
- relative energy (zero: lowest compared OMol25 entry of this formula, charge and spin) (kJ/mol) = 390.50
- max |F| (eV/Å) = 4.637
- E_HOMO (eV) = -8.8
- E_tot (hartree) = -196.3597

These are the natural (NBO) partial charges, in e, on atoms 1 to 4: -0.641, -0.436, -0.001, -0.652

=====

Density functional theory data (ωB97M-V with the def2-TZVPD basis set) for 2 unconnected molecules or ions with the total composition C5H10.

Geometry as ORCA input:
```
! RIJCOSX wB97M-V def2-TZVPD def2/J DEFGRID3
* xyz 0 1
C -1.1370 -0.8284 0.9358
C -1.7420 0.3262 0.6693
C 1.2473 1.5838 -1.0548
C 1.8655 0.9013 -0.0984
C -0.4815 -1.7104 -0.0862
H -1.1108 -1.1836 1.9671
H -1.0184 -2.6625 -0.1814
H -1.7997 0.7129 -0.3471
H -2.2088 0.9226 1.4486
H 1.7441 1.8569 -1.9826
H 0.2127 1.9002 -0.9417
H 1.3516 0.6339 0.8223
H 2.9002 0.5819 -0.1986
H 0.5494 -1.9488 0.2017
H -0.4513 -1.2270 -1.0674
*
```

Results
- SMILES = C=CC.C=C
- relative energy (zero: lowest compared OMol25 entry of this formula, charge and spin) (kJ/mol) = 169.55
- max |F| (eV/Å) = 0.187
- E_HOMO (eV) = -9.7
- E_tot (hartree) = -196.4438

These are the natural (NBO) partial charges, in e, on atoms 1 to 4: -0.168, -0.413, -0.391, -0.388

=====

Density functional theory data (ωB97M-V with the def2-TZVPD basis set) for C5H10 in the gas phase.

Geometry as ORCA input:
```
! RIJCOSX wB97M-V def2-TZVPD def2/J DEFGRID3
* xyz 0 1
C 1.4166 -0.6459 -0.2653
C 0.0208 -0.0423 -0.0985
C -1.1185 -0.9747 -0.4642
C -0.0725 0.8116 1.1361
C -0.3413 1.4237 -0.2092
H 2.1977 0.1128 -0.3762
H 1.6045 -1.1748 0.6763
H 1.5474 -1.3870 -1.0665
H -0.8306 -2.0252 -0.3523
H -2.0038 -0.7894 0.1546
H -1.4020 -0.8138 -1.5113
H -0.8573 0.6620 1.8750
H 0.9027 1.0448 1.5598
H -1.3882 1.6123 -0.4513
H 0.3247 2.1858 -0.6069
*
```

Results
- SMILES = CC1(C)CC1
- relative energy (zero: lowest compared OMol25 entry of this formula, charge and spin) (kJ/mol) = 101.39
- max |F| (eV/Å) = 0.502
- E_HOMO (eV) = -9.7
- E_tot (hartree) = -196.4698

These are the natural (NBO) partial charges, in e, on atoms 1 to 4: -0.601, -0.062, -0.598, -0.418

=====

Density functional theory data (ωB97M-V with the def2-TZVPD basis set) for C5H10 in the gas phase.

Geometry as ORCA input:
```
! RIJCOSX wB97M-V def2-TZVPD def2/J DEFGRID3
* xyz 0 1
C 1.7801 -0.8441 -0.0450
C 1.2490 0.5338 0.2271
C -0.2309 0.7008 -0.2862
C -1.4178 0.0907 0.5080
C -2.5805 -0.4237 -0.1274
H 2.9106 -0.9231 0.1360
H 1.2470 -1.5184 0.6386
H 1.6530 -1.0030 -1.0713
H 1.1970 0.7331 1.2958
H 1.8820 1.2926 -0.2940
H -0.3332 1.8558 -0.3017
H -0.2221 0.7119 -1.4342
H -1.2412 0.1374 1.6048
H -3.4774 -0.7377 0.3540
H -2.4156 -0.6062 -1.2044
*
```

Results
- SMILES = C=CCCC
- relative energy (zero: lowest compared OMol25 entry of this formula, charge and spin) (kJ/mol) = 180.36
- max |F| (eV/Å) = 5.196
- E_HOMO (eV) = -9.2
- E_tot (hartree) = -196.4397

These are the natural (NBO) partial charges, in e, on atoms 1 to 4: -0.607, -0.384, -0.466, -0.173

=====

What did the fifth record say?
Density functional theory data (ωB97M-V with the def2-TZVPD basis set) for C5H10 in the gas phase.

Geometry as ORCA input:
```
! RIJCOSX wB97M-V def2-TZVPD def2/J DEFGRID3
* xyz 0 1
C 1.4166 -0.6459 -0.2653
C 0.0208 -0.0423 -0.0985
C -1.1185 -0.9747 -0.4642
C -0.0725 0.8116 1.1361
C -0.3413 1.4237 -0.2092
H 2.1977 0.1128 -0.3762
H 1.6045 -1.1748 0.6763
H 1.5474 -1.3870 -1.0665
H -0.8306 -2.0252 -0.3523
H -2.0038 -0.7894 0.1546
H -1.4020 -0.8138 -1.5113
H -0.8573 0.6620 1.8750
H 0.9027 1.0448 1.5598
H -1.3882 1.6123 -0.4513
H 0.3247 2.1858 -0.6069
*
```

Results
- SMILES = CC1(C)CC1
- relative energy (zero: lowest compared OMol25 entry of this formula, charge and spin) (kJ/mol) = 101.39
- max |F| (eV/Å) = 0.502
- E_HOMO (eV) = -9.7
- E_tot (hartree) = -196.4698

These are the natural (NBO) partial charges, in e, on atoms 1 to 4: -0.601, -0.062, -0.598, -0.418